Formula: C78H87F12N5O8
Source: OMol25
Level of theory: wB97M-V/def2-TZVPD

As for the LUMO energy: 0.1 eV. Its total charge is 0. Its spin multiplicity is 1. The value obtained for the energy is -5098.33623 hartree. The HOMO energy comes out at -7.935 eV.

Cartesian coordinates (Å):
F (-2.08, 4.07, -1.55)
F (5.15, 0.09, -1.91)
F (-1.49, 2.21, 2.87)
F (5.45, 0.91, 4.04)
F (4.63, 2.98, 4.08)
F (-1.91, 3.84, 4.11)
F (6.97, -0.63, -1.09)
F (-2.47, 4.50, 0.42)
F (6.09, -1.77, -2.70)
F (-3.62, 5.61, -1.09)
F (-2.35, 1.85, 4.74)
F (4.82, 1.84, 2.22)
O (-5.40, 3.71, -0.96)
O (-4.29, 1.84, 2.58)
O (-4.35, 4.14, 3.07)
O (2.21, 1.88, 2.94)
O (2.78, 0.29, 4.42)
O (3.66, -1.83, -0.75)
O (5.48, -2.82, 0.07)
O (-3.81, 2.07, -0.51)
N (-3.11, 0.38, -3.73)
N (8.01, 2.61, -1.28)
N (2.05, -4.64, -3.66)
N (-5.14, -5.69, -2.10)
N (4.50, 2.54, -3.33)
C (-2.88, -4.72, 4.56)
C (0.20, -3.59, -4.05)
C (-1.96, -5.12, 2.35)
C (8.17, 3.91, -1.89)
C (1.19, 7.15, 4.28)
C (1.46, -3.43, -3.56)
C (5.36, -2.30, -7.09)
C (-2.58, -0.84, -4.05)
C (4.53, 1.76, 3.50)
C (0.47, 5.20, 6.18)
C (1.90, 8.17, -3.57)
C (0.66, 4.83, 4.81)
C (2.61, -2.63, -0.10)
C (2.95, -2.24, -6.75)
C (-0.04, -0.57, -1.61)
C (2.11, 5.39, -3.22)
C (-2.42, 1.35, -4.36)
C (2.03, -6.64, 0.33)
C (-4.82, 1.09, -0.54)
C (0.89, 6.02, -2.96)
C (4.96, -1.98, -0.63)
C (-0.61, -7.40, 0.87)
C (3.27, 1.95, -2.95)
C (-6.14, -0.58, 4.44)
C (4.11, -2.78, -7.38)
C (1.76, -7.52, 1.38)
C (-7.83, -0.38, 6.13)
C (1.06, 5.82, 3.90)
C (-4.22, 3.37, -0.70)
C (6.04, 3.65, -1.03)
C (-1.57, -4.46, 5.06)
C (-1.35, 0.72, -4.97)
C (-7.95, -1.81, 6.26)
C (4.40, -0.76, -5.55)
C (0.78, 7.38, -3.21)
C (-3.75, 2.83, 3.09)
C (1.62, -1.50, 5.66)
C (-5.73, -3.89, -0.91)
C (4.33, 2.89, -4.67)
C (-4.04, -5.09, -1.52)
C (0.85, 7.53, 5.54)
C (3.01, 2.63, -5.03)
C (-0.07, -4.91, -4.19)
C (3.23, 6.13, -3.60)
C (2.53, -2.26, 1.44)
C (-7.04, 0.24, 5.18)
C (-1.00, -1.79, 0.25)
C (-0.48, -4.52, 4.18)
C (-0.82, -0.64, 1.09)
C (-5.65, 4.35, 2.63)
C (6.72, 2.51, -0.83)
C (-4.32, -3.95, -0.78)
C (1.12, -5.59, -4.03)
C (1.49, -0.27, 4.68)
C (5.78, -1.04, -1.58)
C (-6.17, -1.96, 4.62)
C (3.12, 7.52, -3.81)
C (3.17, -1.31, -5.80)
C (-1.56, -0.64, -4.96)
C (5.53, -1.23, -6.21)
C (2.32, 1.97, -3.96)
C (-0.06, 0.44, 0.60)
C (6.93, 4.54, -1.68)
C (3.02, 1.30, 3.61)
C (-0.36, -6.57, -0.21)
C (0.96, -6.18, -0.52)
C (0.47, 6.53, 6.51)
C (-0.65, -1.65, -1.08)
C (-6.20, -4.96, -1.63)
C (-3.08, 4.40, -0.72)
C (0.47, -7.90, 1.61)
C (-0.67, -4.86, 2.85)
C (-2.38, 2.67, 3.71)
C (-4.30, -0.37, -0.27)
C (-3.05, -5.03, 3.26)
C (-5.97, 5.81, 2.46)
C (0.29, 0.51, -0.77)
C (-7.07, -2.59, 5.51)
H (6.51, -0.84, -5.97)
H (-3.80, -3.24, -0.15)
H (2.60, -7.94, 1.91)
H (0.74, 0.38, 5.11)
H (3.02, -4.83, -3.43)
H (0.13, 4.50, 6.93)
H (-5.57, 6.38, 3.30)
H (-7.07, -3.65, 5.68)
H (-1.61, -7.70, 1.14)
H (-7.05, 1.32, 5.13)
H (0.02, 5.43, -2.69)
H (6.63, 5.56, -1.87)
H (0.51, -4.46, 4.61)
H (3.49, -2.57, 1.85)
H (-5.44, -0.10, 3.78)
H (-0.59, -2.86, -4.14)
H (-1.08, -0.83, 2.12)
H (-3.90, -0.50, 0.74)
H (1.28, 5.46, 2.91)
H (1.16, -0.49, 3.66)
H (3.99, 8.13, -4.00)
H (-8.54, 0.20, 6.71)
H (0.59, 3.80, 4.50)
H (-5.20, -0.98, -0.30)
H (-1.39, -4.31, 6.12)
H (1.01, 8.52, 5.94)
H (-5.17, -6.49, -2.71)
H (0.68, -1.87, 6.07)
H (1.74, -2.36, -0.70)
H (-7.04, 5.97, 2.31)
H (-3.09, -1.69, -3.61)
H (-5.38, 6.23, 1.65)
H (2.52, 2.77, -5.98)
H (2.98, -3.63, -0.30)
H (2.18, 4.32, -3.08)
H (6.19, -2.74, -7.63)
H (4.19, 5.70, -3.84)
H (3.03, -6.29, 0.13)
H (-3.14, -5.63, -1.76)
H (2.06, -2.60, -3.23)
H (1.16, -5.47, -1.30)
H (-0.99, -1.43, -5.43)
H (-5.70, 1.32, 0.05)
H (9.07, 4.18, -2.43)
H (4.49, 0.08, -4.88)
H (-4.04, -5.24, 2.89)
H (-2.00, -5.26, 1.28)
H (-5.15, 1.08, -1.58)
H (8.79, 1.98, -1.20)
H (-0.73, -2.53, -1.69)
H (-1.07, -5.29, -4.35)
H (5.34, 2.36, -2.81)
H (2.31, -0.81, -5.38)
H (1.48, -6.61, -3.98)
H (-3.71, -4.71, 5.25)
H (-6.35, 3.90, 3.33)
H (0.80, 1.39, -1.14)
H (2.16, -1.20, 6.56)
H (5.02, 3.92, -0.78)
H (-0.57, 1.18, -5.56)
H (0.26, 6.83, 7.53)
H (0.22, -8.53, 2.44)
H (1.33, 1.56, -3.95)
H (-1.15, -6.14, -0.82)
H (-1.52, -2.72, 0.45)
H (-5.69, 3.75, 1.72)
H (-7.20, -5.20, -1.94)
H (-8.67, -2.13, 7.00)
H (6.30, 1.71, -0.23)
H (0.09, -4.88, 2.08)
H (-5.42, -2.52, 4.08)
H (1.61, 7.88, 3.61)
H (2.57, -1.17, 1.47)
H (2.26, -2.29, 5.29)
H (0.17, 1.27, 1.26)
H (1.69, -2.69, 1.97)
H (-3.65, -0.76, -1.06)
H (-0.09, 7.94, -2.92)
H (-2.62, 2.41, -4.30)
H (3.97, -3.60, -8.06)
H (-6.32, -3.12, -0.45)
H (0.32, -0.55, -2.63)
H (1.85, 9.25, -3.61)
H (5.22, 3.13, -5.25)
H (1.92, -2.53, -6.84)
H (3.13, 1.56, -1.95)
H (-3.92, 0.55, -3.15)

These are the Mulliken partial charges, in e, on atoms 1 to 5: atom 1 (F): -0.224, atom 2 (F): -0.316, atom 3 (F): -0.250, atom 4 (F): -0.255, atom 5 (F): -0.239